--- one ---
Entry from the OMol25 dataset: an isolated molecule of C7H8N4 (wB97M-V/def2-TZVPD).

Results
SMILES = [H]/N=C1\NC=C\C1=N\N=C1CC1
LUMO (alpha / beta) = 0.16 / 0.16 eV
Gap between HOMO and LUMO (alpha / beta) = 7.968 / 7.969 eV

Last column: Mulliken charge in e.
CARTESIAN COORDINATES (ANGSTROEM)
H  0.249  1.818  0.921  0.18
N  0.166  0.788  0.722  -0.61
C  1.250  0.230  0.385  0.49
N  2.497  0.849  0.167  -0.19
C  3.460  -0.195  -0.099  -0.53
C  2.882  -1.418  -0.162  -0.79
C  1.466  -1.228  0.050  0.78
N  0.451  -2.066  0.152  -0.45
N  -0.709  -1.703  0.627  -0.45
C  -1.667  -1.046  0.172  0.71
C  -2.084  0.035  -0.746  -0.64
C  -2.875  -0.368  0.571  -0.67
H  2.554  1.785  -0.139  0.23
H  4.410  0.014  -0.412  0.46
H  3.473  -2.277  -0.364  0.42
H  -2.678  -0.302  -1.607  0.24
H  -1.242  0.679  -0.893  0.33
H  -2.613  0.350  1.342  0.20
H  -3.924  -0.687  0.578  0.30



--- two ---
Entry from the OMol25 dataset: an isolated molecule of C7H8N4 (wB97M-V/def2-TZVPD).

Results
SMILES = N#CC(N)(N)c1cccnc1
LUMO = 0.46 eV
Gap between HOMO and LUMO = 10.008 eV

Last column: Mulliken charge in e.
CARTESIAN COORDINATES (ANGSTROEM)
N  -2.513  -1.672  0.886  -0.47
C  -1.884  -0.718  0.874  -0.12
C  -0.960  0.380  0.872  1.01
N  -0.234  0.375  2.133  -0.67
N  -1.560  1.715  0.706  -0.68
C  -0.070  0.070  -0.234  0.24
C  0.774  -1.089  -0.032  -0.50
C  1.637  -1.477  -1.088  -0.44
C  1.665  -0.554  -2.214  -0.11
N  0.937  0.543  -2.359  -0.59
C  0.162  0.902  -1.334  -0.12
H  0.618  0.897  1.992  0.31
H  -0.066  -0.613  2.309  0.30
H  -0.962  2.446  0.993  0.21
H  -2.432  1.887  1.165  0.24
H  0.535  -1.771  0.712  0.37
H  2.269  -2.406  -0.993  0.32
H  2.390  -0.807  -3.078  0.28
H  -0.304  1.892  -1.307  0.42



If we sort the structures by their calculated energies, the order from most to least stable is two, one.



--- one ---
Entry from the OMol25 dataset: an isolated molecule of CH4N2O3 (wB97M-V/def2-TZVPD).

Results
SMILES = NNOC(=O)O
LUMO = 0.46 eV
Gap between HOMO and LUMO = 9.928 eV

Last column: Mulliken charge in e.
CARTESIAN COORDINATES (ANGSTROEM)
N  1.421  -0.167  -0.447  -0.41
N  1.198  0.102  0.937  -0.24
O  -0.099  -0.518  1.143  -0.24
C  -0.911  0.095  0.035  0.66
O  -1.073  1.284  -0.019  -0.50
O  -1.824  -0.810  -0.337  -0.42
H  1.325  0.423  -1.274  0.25
H  1.661  -1.145  -0.573  0.23
H  0.986  1.111  0.971  0.32
H  -2.684  -0.375  -0.437  0.35



--- two ---
Entry from the OMol25 dataset: a cluster of 2 separate species, CH4N2O3 in total (wB97M-V/def2-TZVPD).

Results
LUMO (alpha / beta) = -1.99 / -1.99 eV
Gap between HOMO and LUMO (alpha / beta) = 5.155 / 5.155 eV

Last column: Mulliken charge in e.
CARTESIAN COORDINATES (ANGSTROEM)
C  0.658  -0.807  0.407  0.28
N  2.877  -0.106  -0.347  0.33
N  -0.682  0.950  -0.452  -0.67
O  3.695  0.706  -0.160  -0.21
O  0.545  -1.753  -0.482  -0.38
O  1.622  -0.044  0.753  -0.29
H  0.038  -0.765  1.275  0.34
H  -0.056  1.751  -0.454  0.13
H  -1.584  1.246  -0.103  0.11
H  0.990  -1.473  -1.298  0.37



--- three ---
Entry from the OMol25 dataset: an isolated molecule of CH4N2O3 (wB97M-V/def2-TZVPD).

Results
SMILES = NCO[N+](=O)[O-]
LUMO = 0.74 eV
Gap between HOMO and LUMO = 11.325 eV

Last column: Mulliken charge in e.
CARTESIAN COORDINATES (ANGSTROEM)
N  -0.443  -1.504  -0.208  -0.37
C  -0.209  -0.315  -0.734  -0.34
O  0.992  0.635  -0.192  -0.39
N  0.564  1.413  0.763  1.20
O  -0.501  1.184  1.225  -0.63
O  1.265  2.300  1.058  -0.62
H  0.253  -2.262  -0.336  0.23
H  -1.018  -1.539  0.671  0.25
H  0.180  -0.345  -1.735  0.29
H  -1.084  0.433  -0.512  0.39



--- four ---
Entry from the OMol25 dataset: an isolated molecule of CH4N2O3 (wB97M-V/def2-TZVPD).

Results
SMILES = O=C(NO)NO
LUMO = 0.50 eV
Gap between HOMO and LUMO = 10.620 eV

Last column: Mulliken charge in e.
CARTESIAN COORDINATES (ANGSTROEM)
O  -2.148  -0.289  -0.084  -0.59
C  -0.943  -0.072  0.083  0.44
N  -0.027  -1.038  -0.465  -0.16
O  1.013  -1.179  0.427  -0.42
N  -0.326  1.091  0.597  -0.22
O  0.692  1.358  -0.529  -0.43
H  -0.506  -1.960  -0.379  0.33
H  1.836  -1.290  -0.111  0.34
H  -1.064  1.767  0.347  0.34
H  1.473  1.613  0.114  0.37



If we sort the structures by their calculated energies, the order from most to least stable is one, four, three, two.



--- one ---
Entry from the OMol25 dataset: an isolated molecule of CH4N2O3 (wB97M-V/def2-TZVPD).

Results
SMILES = C=[N+]([O-])O[NH2+][O-]
LUMO = 0.31 eV
Gap between HOMO and LUMO = 9.757 eV

Last column: Mulliken charge in e.
CARTESIAN COORDINATES (ANGSTROEM)
C  1.582  0.099  0.228  -0.43
N  0.394  0.273  -0.205  0.78
O  -0.164  1.314  -0.541  -0.78
O  -0.379  -0.883  -0.276  -0.42
N  -1.864  -0.139  0.135  0.11
O  -2.148  -0.267  1.320  -0.48
H  2.139  1.066  0.322  0.26
H  1.973  -0.904  0.542  0.27
H  -1.744  0.749  -0.395  0.38
H  -2.529  -0.867  -0.482  0.31



--- two ---
Entry from the OMol25 dataset: a cluster of 2 separate species, CH4N2O3 in total (wB97M-V/def2-TZVPD).

Results
LUMO = -0.08 eV
Gap between HOMO and LUMO = 9.814 eV

Last column: Mulliken charge in e.
CARTESIAN COORDINATES (ANGSTROEM)
C  -0.876  -0.234  -0.143  0.49
H  1.605  -0.423  0.212  0.40
H  -0.357  -2.238  0.088  0.30
H  -1.260  1.761  0.315  0.32
H  1.008  1.409  0.840  0.33
N  -0.002  -1.202  0.152  -0.22
N  -0.341  1.120  -0.591  -0.27
O  1.285  -1.048  -0.565  -0.39
O  -2.042  -0.268  -0.259  -0.52
O  0.979  1.124  -0.049  -0.45



If we sort the structures by their calculated energies, the order from most to least stable is two, one.



--- one ---
Entry from the OMol25 dataset: an isolated molecule of CH3N3O (wB97M-V/def2-TZVPD).

Results
SMILES = N#CONN
LUMO = 0.60 eV
Gap between HOMO and LUMO = 10.681 eV

Last column: Mulliken charge in e.
CARTESIAN COORDINATES (ANGSTROEM)
N  -0.729  0.649  3.578  -0.40
C  -0.192  0.607  2.569  0.46
O  0.345  0.781  1.408  -0.36
N  -0.751  0.209  0.322  -0.11
N  -0.042  -0.015  -0.792  -0.42
H  -1.584  0.746  0.506  0.29
H  0.314  0.797  -1.328  0.26
H  0.704  -0.672  -0.671  0.28



--- two ---
Entry from the OMol25 dataset: a structure of composition CH3N3O (wB97M-V/def2-TZVPD).

Results
LUMO (alpha / beta) = -1.53 / -0.89 eV
Gap between HOMO and LUMO (alpha / beta) = 7.628 / 9.050 eV

Last column: Mulliken charge in e.
CARTESIAN COORDINATES (ANGSTROEM)
C  0.121  1.005  0.452  0.02
N  -0.363  -0.100  -0.120  -0.18
N  -0.740  1.803  0.974  -0.48
N  -0.435  -2.371  -1.342  -0.11
O  0.369  -1.105  -0.512  -0.13
H  1.172  1.146  0.330  0.36
H  -0.349  2.681  1.287  0.27
H  0.224  -3.058  -1.070  0.26



--- three ---
Entry from the OMol25 dataset: a cluster of 2 separate species, CH3N3O in total (wB97M-V/def2-TZVPD).

Results
SMILES = N=C=N.N=O
LUMO = -0.80 eV
Gap between HOMO and LUMO = 8.922 eV

Last column: Mulliken charge in e.
CARTESIAN COORDINATES (ANGSTROEM)
N  -0.638  -1.095  -0.689  -0.55
C  -1.189  -0.182  -0.081  0.56
N  -2.012  0.699  0.147  -0.50
H  0.339  -1.219  -0.874  0.30
H  -2.384  1.041  1.059  0.27
N  2.035  0.689  -0.263  0.00
O  1.266  -0.056  0.275  -0.29
H  1.465  1.425  -0.862  0.22



If we sort the structures by their calculated energies, the order from most to least stable is one, three, two.



--- one ---
Entry from the OMol25 dataset: a cluster of 2 separate species, CH3NO3S in total (wB97M-V/def2-TZVPD).

Results
SMILES = [O-][N+](O)=S.C=O
LUMO (alpha / beta) = -0.57 / -0.57 eV
Gap between HOMO and LUMO (alpha / beta) = 8.964 / 8.963 eV

Last column: Mulliken charge in e.
CARTESIAN COORDINATES (ANGSTROEM)
O  3.280  -0.701  -1.024  -0.46
N  3.307  -0.243  0.081  0.50
O  3.511  -1.217  1.067  -0.35
S  3.288  1.313  0.465  -0.09
H  3.579  -0.708  1.875  0.38
C  -0.269  -0.022  -0.876  -0.10
O  0.587  0.041  -0.016  -0.35
H  -0.286  0.620  -1.751  0.24
H  -1.108  -0.764  -0.693  0.22



--- two ---
Entry from the OMol25 dataset: a structure of composition CH3NO3S (wB97M-V/def2-TZVPD).

Results
LUMO = 0.60 eV
Gap between HOMO and LUMO = 11.414 eV

Last column: Mulliken charge in e.
CARTESIAN COORDINATES (ANGSTROEM)
C  -1.247  0.650  -0.294  0.31
N  0.177  -1.366  -0.025  -0.56
O  -1.712  0.122  0.690  -0.43
O  2.320  0.266  0.175  -0.54
O  0.004  1.178  -0.296  -0.31
S  0.942  -0.096  0.353  0.81
H  -1.768  0.775  -1.346  0.27
H  0.609  -1.713  -0.854  0.26
H  0.676  0.184  1.597  0.19



If we sort the structures by their calculated energies, the order from most to least stable is two, one.



--- one ---
Entry from the OMol25 dataset: a structure of composition CH3NO3S (wB97M-V/def2-TZVPD).

Results
LUMO (alpha / beta) = -1.32 / -2.06 eV
Gap between HOMO and LUMO (alpha / beta) = 8.531 / 6.710 eV

Last column: Mulliken charge in e.
CARTESIAN COORDINATES (ANGSTROEM)
C  0.272  0.713  -1.058  -0.87
N  -0.870  -3.283  -1.163  0.49
O  -1.951  -3.716  -1.352  -0.39
O  -2.235  0.339  -1.908  -0.42
O  -0.600  -2.049  -0.920  -0.40
S  -1.493  0.060  -0.678  0.57
H  0.031  1.648  -1.330  0.39
H  0.991  0.675  -0.159  0.31
H  0.578  0.237  -1.946  0.31



--- two ---
Entry from the OMol25 dataset: an isolated molecule of CH3NO3S (wB97M-V/def2-TZVPD).

Results
LUMO = 0.19 eV
Gap between HOMO and LUMO = 10.650 eV

Last column: Mulliken charge in e.
CARTESIAN COORDINATES (ANGSTROEM)
C  0.709  -0.245  -0.017  -0.28
N  -0.571  -0.462  -0.353  -0.21
O  0.239  -0.410  -2.737  -0.38
O  -1.615  1.089  -1.993  -0.47
O  0.821  -0.143  1.352  -0.29
S  -1.195  -0.282  -1.995  0.61
H  0.901  -0.283  -2.046  0.48
H  -1.385  -0.369  0.341  0.23
H  -0.134  -0.137  1.740  0.30



If we sort the structures by their calculated energies, the order from most to least stable is two, one.



--- one ---
Entry from the OMol25 dataset: a cluster of 4 separate species, C4H14O3 in total (wB97M-V/def2-TZVPD).

Results
SMILES = C=CCC.O.O.O
LUMO = 0.48 eV
Gap between HOMO and LUMO = 10.256 eV

Last column: Mulliken charge in e.
CARTESIAN COORDINATES (ANGSTROEM)
C  2.110  0.814  0.570  -0.78
C  0.919  0.439  0.991  -0.26
C  -0.004  1.439  1.675  -0.20
C  -0.564  0.929  2.994  -1.27
H  2.723  0.144  -0.015  0.28
H  2.504  1.778  0.801  0.26
H  0.493  -0.512  0.697  0.43
H  -0.814  1.620  0.973  0.23
H  0.578  2.325  1.872  0.30
H  -1.140  0.017  2.943  0.33
H  -1.168  1.719  3.435  0.34
H  0.213  0.679  3.716  0.35
O  0.340  1.112  -2.597  -0.71
H  -0.478  1.193  -3.093  0.32
H  0.164  1.136  -1.651  0.37
O  -1.552  -2.174  0.118  -0.64
H  -1.122  -3.003  0.392  0.31
H  -1.306  -2.088  -0.823  0.35
O  -0.556  -1.843  -2.604  -0.68
H  -0.366  -1.935  -3.545  0.30
H  -0.436  -0.895  -2.448  0.35



--- two ---
Entry from the OMol25 dataset: a cluster of 4 separate species, C4H14O3 in total (wB97M-V/def2-TZVPD).

Results
SMILES = C/C=C/C.O.O.O
LUMO = 0.42 eV
Gap between HOMO and LUMO = 9.144 eV

Last column: Mulliken charge in e.
CARTESIAN COORDINATES (ANGSTROEM)
C  -1.399  -1.316  -1.367  -1.11
C  -1.397  0.121  -1.200  -0.05
C  -0.378  0.893  -1.592  -0.05
C  -0.511  2.425  -1.821  -1.02
H  -0.434  -1.724  -0.962  0.22
H  -2.271  -1.731  -0.841  0.30
H  -1.439  -1.716  -2.370  0.31
H  -2.419  0.557  -1.167  0.20
H  0.562  0.525  -1.613  0.42
H  -1.518  2.677  -1.431  0.31
H  -0.357  2.782  -2.861  0.26
H  0.285  2.939  -1.231  0.21
O  1.704  -0.609  1.945  -0.72
H  2.303  -1.107  1.427  0.32
H  0.963  -1.335  2.127  0.32
O  0.204  -2.678  3.507  -0.63
H  -0.527  -2.422  3.106  0.31
H  0.174  -2.593  4.454  0.32
O  2.225  1.457  0.228  -0.64
H  2.037  0.683  0.851  0.43
H  2.194  2.173  0.812  0.29



If we sort the structures by their calculated energies, the order from most to least stable is one, two.



--- one ---
Entry from the OMol25 dataset: a cluster of 4 separate species, C4H14O3 in total (wB97M-V/def2-TZVPD).

Results
SMILES = C=CCC.O.O.O
LUMO = 0.49 eV
Gap between HOMO and LUMO = 10.258 eV

Last column: Mulliken charge in e.
CARTESIAN COORDINATES (ANGSTROEM)
C  -1.450  3.156  -0.444  -0.72
C  -1.338  1.952  0.069  -0.19
C  -1.723  0.699  -0.706  -0.59
C  -0.593  0.022  -1.501  -0.77
H  -1.523  4.111  0.031  0.31
H  -1.676  3.325  -1.497  0.23
H  -1.236  1.690  1.116  0.34
H  -2.481  0.964  -1.455  0.28
H  -2.308  0.073  -0.061  0.42
H  -0.416  0.559  -2.426  0.36
H  -0.898  -1.005  -1.683  0.36
H  0.348  0.135  -0.976  -0.01
O  -0.656  -3.134  1.371  -0.60
H  -1.219  -3.830  1.019  0.31
H  -0.104  -3.640  1.980  0.30
O  3.261  1.146  1.641  -0.64
H  3.349  0.300  1.194  0.31
H  2.598  1.637  1.146  0.33
O  1.449  -2.422  -0.714  -0.61
H  0.986  -1.756  -0.226  0.31
H  2.297  -2.076  -0.999  0.30



--- two ---
Entry from the OMol25 dataset: a cluster of 4 separate species, C4H14O3 in total (wB97M-V/def2-TZVPD).

Results
SMILES = C/C=C/C.O.O.O
LUMO = 0.51 eV
Gap between HOMO and LUMO = 9.589 eV

Last column: Mulliken charge in e.
CARTESIAN COORDINATES (ANGSTROEM)
C  -2.223  -1.144  -1.593  -1.14
C  -1.649  0.208  -2.005  -0.08
C  -0.349  0.457  -1.892  -0.06
C  0.302  1.799  -2.112  -1.16
H  -2.841  -0.979  -0.704  0.28
H  -2.873  -1.537  -2.379  0.35
H  -1.420  -1.815  -1.287  0.29
H  -2.363  0.881  -2.468  0.36
H  0.271  -0.324  -1.456  0.32
H  1.222  1.919  -1.555  0.24
H  -0.407  2.591  -1.871  0.33
H  0.539  1.940  -3.175  0.27
O  1.011  -0.813  1.553  -0.64
H  0.400  -1.171  2.213  0.34
H  0.435  -0.826  0.774  0.31
O  0.581  -1.398  5.070  -0.65
H  1.483  -1.741  5.088  0.33
H  -0.007  -2.145  4.925  0.32
O  2.568  1.371  0.562  -0.63
H  3.347  1.671  1.043  0.29
H  1.973  1.055  1.271  0.34



If we sort the structures by their calculated energies, the order from most to least stable is two, one.